Formula: C4H5NO
Source: OMol25
Level of theory: wB97M-V/def2-TZVPD

The geometry in XYZ format:
```
11
Properties=species:S:1:pos:R:3:forces:R:3
C 0.9296 1.4866 -0.5246 0.0 -0.1 0.0
C 0.5503 0.1486 0.0941 0.2 -0.4 0.5
C 1.2367 -0.6128 0.8930 0.0 0.5 -0.3
C -0.8777 -0.4642 0.1036 -0.3 0.1 -0.1
O -1.8338 0.2507 -0.0960 0.3 -0.1 -0.1
N -0.9927 -1.8105 0.3362 0.0 0.2 0.0
H 0.7539 1.5362 -1.6045 -0.1 -0.3 0.2
H 1.9976 1.6674 -0.3591 -0.2 -0.1 0.0
H 0.3824 2.3127 -0.0586 -0.1 -0.3 0.0
H -1.9258 -2.1563 0.5219 0.2 0.2 -0.1
H -0.2205 -2.3583 0.6941 0.0 0.2 -0.2
```
Positions in Å, forces in eV/Å.

- Total charge: 0
- E_HOMO: -10.307 eV
- LUMO level: -0.60 eV
- HOMO-LUMO gap: 9.7 eV

---

Formula: C5H11ClN
Source: OMol25
Level of theory: wB97M-V/def2-TZVPD

The geometry in XYZ format:
```
18
Properties=species:S:1:pos:R:3:forces:R:3
C 1.2409 -1.3794 -1.3278 -0.7 0.8 0.2
C 0.6597 -0.4447 -0.8782 1.6 -2.3 -0.4
C 1.2337 1.7589 -0.0622 -1.3 1.0 0.7
C -0.6744 1.2538 -1.6738 -1.6 1.2 2.9
C -1.0420 -2.2415 2.1114 -0.9 -0.5 -1.1
N 0.1312 0.7235 -0.4889 1.3 2.5 -1.6
Cl -0.6555 -0.5046 2.3483 0.2 0.1 0.1
H 1.6818 -2.1691 -1.8321 0.6 -1.1 -0.4
H -1.7475 -2.2428 1.1827 0.8 -0.4 2.3
H 2.0497 1.7590 -0.8344 -1.0 0.1 0.8
H 0.5892 2.7272 -0.0023 1.7 -1.4 -0.2
H 1.5930 1.5157 0.9890 -0.4 0.0 -1.6
H -0.0614 1.4257 -2.4738 2.0 0.2 -1.8
H -1.4134 0.5192 -1.9738 -0.3 0.2 0.4
H -1.0200 2.2494 -1.3042 -0.5 -1.0 -0.6
H -0.1472 -2.7916 1.8210 0.1 0.3 0.1
H -1.3781 -2.6554 3.1029 -0.2 0.5 -1.4
H -0.4153 0.5739 0.3169 -1.5 -0.2 1.6
```
Positions in Å, forces in eV/Å.

- Total charge: +1
- E_HOMO: -14.566 eV
- LUMO level: -2.86 eV
- HOMO-LUMO gap: 11.7 eV